Record 1
Molecular formula: C4H7NO2
Method: DFT, ωB97M-V/def2-TZVPD

Element x y z (Å)
N -1.3910 -0.5245 2.0840
C -0.5917 -0.0300 1.1566
O 0.6558 0.1546 1.3304
C -0.8107 0.5274 -0.1964
C 0.6986 0.8478 -0.1387
C 1.4844 -0.2467 -1.4384
O 0.8676 -0.1344 -2.5391
H -1.0174 -0.7824 2.9881
H -2.3770 -0.6440 1.9088
H -1.5599 1.3268 -0.2170
H -0.9868 -0.1827 -1.0144
H 0.8689 1.9004 0.1452
H 1.3319 -1.1942 -0.8449
H 2.5653 0.0294 -1.3793

Atoms 1-6, force components in eV/Å:
0.07 0.00 -0.04
-0.11 -0.07 0.07
-0.14 -0.07 -0.09
-0.04 -0.06 -0.11
0.11 -0.16 -0.28
0.05 0.28 0.90

Output
M, g mol⁻¹: 101.10
ΔE to the lowest compared entry with this formula, charge and spin, kJ/mol: 462.0
Net charge: 0
HOMO, eV: -7.13
Orbital gap, eV: 7.146
2S+1: 1

=====

Record 2
Molecular formula: C4H9NO2
Method: DFT, ωB97M-V/def2-TZVPD

Element x y z (Å)
C 2.6110 -0.1376 -1.2009
N 1.3067 -0.0846 -0.5835
C 1.1959 0.5478 0.4958
O 0.0034 0.7419 1.2238
C -1.0891 0.3984 0.4877
C -2.0406 -0.7003 0.9339
O -2.7255 -1.2411 -0.1350
H 2.8641 -1.1966 -1.2884
H 2.5489 0.3018 -2.2000
H 3.3628 0.3842 -0.5952
H 1.9625 1.0900 1.0847
H -2.3487 1.4697 0.2335
H -0.8016 0.5446 -0.5691
H -1.4444 -1.5115 1.3709
H -2.7177 -0.3930 1.7280
H -2.6877 -0.2139 -0.9863

Atoms 1-6, force components in eV/Å:
0.01 -0.14 0.23
-0.62 0.69 1.04
-0.02 0.60 0.83
0.59 -0.30 -0.44
-3.50 2.77 -1.88
1.35 -0.71 0.73

Output
M, g mol⁻¹: 103.12
ΔE to the lowest compared entry with this formula, charge and spin, kJ/mol: 630.9
Net charge: 0
HOMO, eV: -9.41
Orbital gap, eV: 9.882
2S+1: 1

=====

Record 3
Molecular formula: C3H8N2O
Method: DFT, ωB97M-V/def2-TZVPD

Element x y z (Å)
O -2.7601 0.3895 -1.5117
C -2.3741 0.2871 -0.3957
C -1.1333 -0.5892 -0.0897
N -0.0083 0.1271 0.4607
C 1.2088 0.1345 -0.2527
N 2.4186 0.0992 0.5144
H -2.9626 0.7164 0.4289
H -1.5010 -1.3434 0.6041
H -0.9047 -0.9614 -1.0862
H 0.1332 -0.1781 1.4255
H 1.2639 0.9635 -0.9741
H 1.2932 -0.8051 -0.8350
H 3.1684 0.7354 0.2626
H 2.1581 0.4245 1.4488

Atoms 1-6, force components in eV/Å:
0.24 0.01 -0.26
-1.00 0.48 0.03
-0.01 0.66 -0.63
0.07 -1.98 0.52
1.66 -0.07 -1.12
-0.98 1.04 1.84

Output
M, g mol⁻¹: 88.11
ΔE to the lowest compared entry with this formula, charge and spin, kJ/mol: 161.5
Net charge: +1
HOMO (alpha / beta), eV: -14.89 / -14.21
Orbital gap (alpha / beta), eV: 11.183 / 5.538
2S+1: 2

=====

Record 4
Molecular formula: C2H4I2O
Method: DFT, ωB97M-V/def2-TZVPD

Element x y z (Å)
C 1.4839 0.4662 0.0529
C -1.9657 -0.9552 -1.1833
O 1.2285 1.3277 1.0498
I 0.0948 -1.1858 0.0891
I -3.1986 0.3914 -0.0979
H 1.2209 1.0101 -0.8640
H 2.4972 0.0408 -0.2916
H -2.3572 -2.0153 -0.7249
H 0.9962 0.9201 1.9698

Atoms 1-6, force components in eV/Å:
0.11 -0.39 -3.09
-0.67 -1.82 0.44
-0.14 -0.11 3.60
0.27 -0.82 0.27
-0.23 0.21 0.15
-0.26 -0.14 0.09

Output
M, g mol⁻¹: 297.86
ΔE to the lowest compared entry with this formula, charge and spin, kJ/mol: 442.0
Net charge: 0
HOMO, eV: -8.04
Orbital gap, eV: 7.641
2S+1: 1

=====

Record 5
Molecular formula: C11H40NO7
Method: DFT, ωB97M-V/def2-TZVPD

Element x y z (Å)
N -0.0409 -0.5353 -0.4473
H -0.4988 0.0949 0.1957
H -0.1441 -1.5011 -0.1702
H 0.9209 -0.2423 -0.5427
H -0.5979 -0.4417 -1.2846
C 1.8716 -1.4767 -4.0680
O 2.0914 -1.2391 -2.6765
H 0.8530 -1.8514 -4.1686
H 1.8709 -0.5704 -4.6736
H 2.5457 -2.2629 -4.4078
H 2.5447 -1.9611 -2.2351
C -1.2025 -0.6991 4.1934
O -1.7741 -0.2996 2.9999
H -1.6388 -1.5091 4.7780
H -0.1405 -0.8839 4.0317
H -1.3413 0.1242 4.8941
H -1.2900 0.4634 2.6758
C -1.0189 -5.3246 0.0578
C -1.1540 -3.8093 0.1856
C -1.3449 -3.1265 1.5178
O -0.0611 -3.1360 -0.4225
H -1.9662 -5.8265 0.2549
H -0.4873 -5.7593 0.9042
H -0.4939 -5.7384 -0.8032
H -2.1108 -3.6148 -0.2991
H -2.1894 -3.4709 2.1147
H -1.6679 -2.1136 1.2776
H -0.4565 -2.9611 2.1274
H 0.3466 -3.6388 -1.1315
C -0.5288 4.3850 1.0815
C -1.5388 3.2991 1.5894
C -2.2680 2.4396 0.5356
O -0.9354 2.5086 2.5241
H -1.0386 5.0797 0.4139
H 0.2802 3.7948 0.6512
H -0.0302 5.0134 1.8194
H -2.3505 3.7210 2.1821
H -3.0471 1.8183 0.9771
H -1.4792 1.8232 0.1044
H -2.8647 3.0684 -0.1253
H -0.5616 3.1916 3.0857
C 2.5602 1.8820 -0.2751
C 2.0292 2.3052 -1.6750
C 2.9099 2.2633 -2.8727
O 0.9668 1.5555 -1.9856
H 3.3607 2.6166 -0.1878
H 2.9390 0.8671 -0.1540
H 1.9505 2.1472 0.5886
H 1.6824 3.3384 -1.6592
H 3.4523 3.2076 -2.8268
H 2.4602 2.4901 -3.8393
H 3.6493 1.4727 -3.0003
H 0.5682 1.7874 -2.8276
O 1.3894 -0.0167 2.0929
H 1.7511 -0.7383 2.6073
H 1.6229 0.7700 2.5856
O -2.5755 -0.9668 -1.7686
H -2.8350 -0.1537 -2.2019
H -2.9438 -1.6593 -2.3172

Atoms 1-6, force components in eV/Å:
-0.72 1.28 0.33
0.17 0.04 0.45
0.33 -1.06 0.16
0.32 0.08 -0.57
0.24 -0.06 -0.89
-0.71 -1.02 0.41

Output
M, g mol⁻¹: 298.44
Net charge: +2
HOMO (alpha / beta), eV: -15.07 / -15.06
Orbital gap (alpha / beta), eV: 9.767 / 2.873
2S+1: 2

=====

Record 6
Molecular formula: C36H37BF2N7O2SiTa
Method: DFT, ωB97M-V/def2-TZVPD

Element x y z (Å)
Ta -0.0588 -0.1660 -1.6224
N 4.2657 -0.7584 -0.4155
C 3.0995 -1.3148 -0.6961
N 2.3566 -0.4397 -1.3657
C 3.1595 0.6612 -1.4354
N 4.3280 0.5094 -0.8759
C 2.6888 1.8756 -2.0793
C 3.4895 2.9830 -2.3256
N 2.9870 4.0769 -2.8797
C 1.6933 4.0631 -3.1919
C 0.8932 2.9565 -2.9537
N 1.3977 1.8549 -2.3962
H 5.0501 -1.1517 0.0840
H 2.8283 -2.3263 -0.4388
H 4.5399 2.9761 -2.0621
H 1.2821 4.9589 -3.6398
H -0.1593 2.9562 -3.1948
F -4.8975 -1.9311 0.1593
C -3.7574 -2.2668 -0.4371
C -2.7839 -1.2993 -0.6157
C -1.5974 -1.6478 -1.2564
C -1.3931 -2.9636 -1.6899
C -2.4068 -3.8923 -1.4949
F -2.2660 -5.1487 -1.9318
C -3.5960 -3.5670 -0.8745
C -0.1412 -3.2135 -2.3955
C 0.3838 -4.4592 -2.7198
C 1.5545 -4.5366 -3.4508
C 2.1830 -3.3707 -3.8732
C 1.6415 -2.1704 -3.4857
N 0.5202 -2.0824 -2.7405
H -2.9726 -0.2972 -0.2535
H -4.3744 -4.3067 -0.7458
H -0.1244 -5.3573 -2.4099
H 1.9718 -5.5048 -3.6958
H 3.0735 -3.3929 -4.4847
H 2.0955 -1.2358 -3.7850
C -2.5760 2.8793 -4.1571
Si -2.2241 1.1439 -3.6204
C -3.6548 -0.0201 -3.6539
C -0.8758 0.4022 -4.6972
N -1.4111 1.1593 -1.9858
C -1.8671 2.1174 -0.9970
C -3.2220 2.3984 -0.8649
C -3.6600 3.2863 0.1070
C -2.7527 3.9067 0.9542
C -1.3985 3.6451 0.8127
C -0.9578 2.7559 -0.1562
H -3.5478 2.9217 -4.6545
H -1.8291 3.2151 -4.8798
H -2.6049 3.5916 -3.3310
H -4.0527 -0.0429 -4.6734
H -4.4767 0.2554 -2.9916
H -3.3378 -1.0324 -3.3991
H -1.1675 0.5278 -5.7439
H -0.7517 -0.6761 -4.5503
H 0.0958 0.8932 -4.5841
H -3.9453 1.9038 -1.5031
H -4.7179 3.4957 0.1931
H -3.1001 4.5883 1.7183
H -0.6781 4.1461 1.4458
H 0.1064 2.5824 -0.2717
C 3.3976 -0.8726 6.0989
C 1.9171 -0.5668 6.3291
C 1.3339 -1.6582 7.2364
C 1.8044 0.7946 7.0348
C 1.1355 -0.4818 5.0178
C -0.2677 -0.3954 5.0532
C -1.0500 -0.2495 3.9174
C -0.3731 -0.1945 2.7188
O -0.8788 -0.0752 1.4321
B 0.2278 -0.0862 0.6088
O 1.3997 -0.2313 1.3296
C 0.9954 -0.2878 2.6631
C 1.7834 -0.4295 3.7848
H 3.8950 -0.9773 7.0631
H 3.9023 -0.0669 5.5612
H 3.5360 -1.8086 5.5522
H 1.9285 -1.7279 8.1483
H 1.3552 -2.6327 6.7443
H 0.3077 -1.4464 7.5361
H 2.3435 0.7688 7.9834
H 0.7644 1.0512 7.2429
H 2.2352 1.5879 6.4202
H -0.7704 -0.4469 6.0091
H -2.1280 -0.1829 3.9681
H 2.8584 -0.4992 3.7002

Atoms 1-6, force components in eV/Å:
0.38 -0.08 -1.19
0.07 0.11 -0.04
-0.13 -0.17 -0.10
-0.62 0.19 0.36
0.29 0.05 0.05
-0.03 -0.19 0.03

Output
M, g mol⁻¹: 857.58
ΔE to the lowest compared entry with this formula, charge and spin, kJ/mol: 94.3
Net charge: +2
HOMO, eV: -13.12
Orbital gap, eV: 5.699
2S+1: 1